1.
74
Properties=species:S:1:pos:R:3 method="wB97M-V/def2-TZVPD" energy_ha=-2126.71372 gap_ev=6.6 de_lowest_kcal_mol=0.0 charge=+1
Pt -0.05 -0.03 0.62
C -4.32 0.32 0.90
C -3.02 0.48 0.43
N -2.02 -0.11 1.05
C -2.28 -0.92 2.11
C -3.58 -1.04 2.56
N -4.60 -0.42 1.96
C -1.11 -1.64 2.68
C -1.06 -2.38 3.84
C 0.16 -2.91 4.28
C 1.30 -2.60 3.54
C 1.20 -1.86 2.38
N 0.00 -1.47 1.94
C 2.30 -1.37 1.52
C 3.62 -1.79 1.60
N 4.55 -1.36 0.76
C 4.17 -0.53 -0.20
C 2.86 -0.08 -0.31
N 1.94 -0.48 0.56
C 0.23 -3.75 5.50
C -0.90 -4.04 6.26
C -0.78 -4.83 7.39
N 0.37 -5.34 7.81
C 1.45 -5.07 7.09
C 1.43 -4.29 5.95
H -5.15 0.80 0.39
H -2.77 1.10 -0.43
H -3.83 -1.66 3.41
H -1.96 -2.51 4.42
H 2.28 -2.92 3.88
H 3.93 -2.49 2.36
H 4.92 -0.19 -0.91
H 2.55 0.62 -1.08
H -1.89 -3.67 6.00
H -1.66 -5.06 7.99
H 2.38 -5.50 7.44
H 2.37 -4.13 5.43
C -0.24 4.61 -1.35
C -1.01 3.64 -2.26
C -1.00 4.21 -3.68
C -2.45 3.54 -1.76
Si -0.19 1.93 -2.12
O -0.13 1.58 -0.53
C 1.58 1.96 -2.76
C 2.01 1.23 -3.88
C 3.35 1.18 -4.23
C 4.30 1.87 -3.48
C 3.89 2.60 -2.37
C 2.55 2.64 -2.02
C -1.13 0.61 -3.10
C -1.45 0.84 -4.44
C -2.13 -0.10 -5.20
C -2.51 -1.31 -4.63
C -2.20 -1.57 -3.31
C -1.51 -0.62 -2.56
H -0.75 5.58 -1.33
H 0.77 4.79 -1.71
H -0.18 4.24 -0.32
H -1.34 5.25 -3.66
H -1.67 3.67 -4.35
H 0.00 4.21 -4.12
H -2.93 4.53 -1.80
H -2.48 3.21 -0.72
H -3.05 2.86 -2.37
H 1.29 0.68 -4.47
H 3.66 0.61 -5.10
H 5.34 1.84 -3.76
H 4.63 3.15 -1.79
H 2.26 3.20 -1.13
H -1.14 1.76 -4.93
H -2.35 0.10 -6.24
H -3.04 -2.05 -5.22
H -2.47 -2.51 -2.86
H -1.27 -0.86 -1.53

---

2.
78
Properties=species:S:1:pos:R:3 method="wB97M-V/def2-TZVPD" s2=6.052 multiplicity=5 energy_ha=-6846.10504 gap_ev="7.5 / 3.2" de_lowest_kcal_mol=52.9 charge=+4
Pd 0.15 0.03 -0.39
C -5.41 0.52 -0.16
O -4.11 1.11 -0.03
C -3.01 0.42 -0.04
O -1.92 1.00 0.09
N -3.04 -0.92 -0.22
N -1.82 -1.62 -0.17
H -6.10 1.36 -0.19
H -5.64 -0.11 0.70
H -5.50 -0.03 -1.10
H -3.91 -1.44 -0.26
H -1.77 -2.29 -0.94
H -1.74 -2.12 0.72
C 3.37 0.69 -0.37
O 2.53 -0.47 -0.27
C 3.15 -1.67 -0.12
C 4.54 -1.82 -0.11
C 5.09 -3.08 0.06
Br 6.99 -3.26 0.22
C 4.28 -4.21 0.14
C 2.88 -4.08 0.10
C 2.32 -2.79 0.05
O 0.95 -2.55 0.19
C 2.16 -5.35 0.09
N 2.82 -6.50 0.26
C 1.96 -7.50 0.11
C 2.12 -8.90 0.23
C 0.99 -9.70 0.23
C -0.27 -9.14 0.01
C -0.46 -7.76 -0.13
C 0.65 -6.95 -0.13
N 0.84 -5.58 -0.11
H 3.97 0.66 -1.28
H 4.00 0.78 0.51
H 2.69 1.56 -0.41
H 5.20 -0.98 -0.23
H 4.71 -5.19 0.24
H 0.74 -2.63 1.14
H 3.11 -9.33 0.26
H 1.09 -10.77 0.35
H -1.12 -9.80 -0.06
H -1.46 -7.36 -0.16
H 0.14 -4.89 -0.33
O 0.70 1.96 0.59
As -0.32 3.21 0.22
C 0.75 4.89 0.15
C 1.57 5.18 1.22
C 2.37 6.32 1.16
C 2.27 7.15 0.06
C 1.47 6.83 -1.02
C 0.66 5.70 -0.97
C -1.03 2.96 -1.58
C -2.11 3.72 -2.01
C -2.62 3.50 -3.28
C -2.03 2.56 -4.12
C -0.91 1.85 -3.70
C -0.41 2.04 -2.42
C -1.54 3.49 1.74
C -1.02 3.09 2.96
C -1.84 3.11 4.08
C -3.14 3.57 3.97
C -3.65 3.97 2.74
C -2.84 3.96 1.61
H 1.62 4.53 2.09
H 3.04 6.55 1.98
H 2.80 8.10 0.06
H 1.45 7.46 -1.90
H 0.01 5.47 -1.80
H -2.54 4.48 -1.37
H -3.48 4.07 -3.62
H -2.42 2.40 -5.11
H -0.41 1.19 -4.38
H 0.53 1.54 -2.11
H 0.01 2.74 3.03
H -1.45 2.77 5.03
H -3.75 3.67 4.86
H -4.66 4.33 2.66
H -3.24 4.32 0.67

---

3.
82
Properties=species:S:1:pos:R:3 method="wB97M-V/def2-TZVPD" energy_ha=-3875.08213 gap_ev=7.6 de_lowest_kcal_mol=1.1 charge=-1
Bi 1.59 0.00 -0.49
C -0.40 3.57 3.05
Sb -0.49 2.61 1.14
C -1.99 1.18 1.68
C -1.87 4.03 0.22
C -1.12 5.15 -0.42
C -0.63 6.18 0.39
C 0.16 7.20 -0.11
C 0.47 7.22 -1.46
C -0.01 6.21 -2.28
C -0.81 5.18 -1.79
C -1.31 4.14 -2.75
Sb -0.26 2.23 -2.60
C 1.71 3.08 -2.59
C -0.24 1.73 -4.69
H -1.41 3.81 3.40
H 0.20 4.47 3.00
H 0.06 2.87 3.75
H -2.79 1.67 2.23
H -1.52 0.41 2.30
H -2.37 0.71 0.78
H -2.53 4.40 1.02
H -2.48 3.47 -0.49
H -0.88 6.17 1.45
H 0.52 7.98 0.55
H 1.09 8.00 -1.87
H 0.22 6.23 -3.34
H -1.18 4.48 -3.77
H -2.36 3.92 -2.59
H 1.80 3.85 -3.36
H 2.45 2.30 -2.78
H 1.92 3.53 -1.61
H -0.50 2.60 -5.30
H -0.93 0.91 -4.88
H 0.76 1.40 -4.94
O 4.43 -1.61 -5.98
C 3.91 -1.28 -4.95
C 4.63 -0.80 -3.68
O 5.82 -0.70 -3.53
C 3.55 -0.50 -2.73
C 2.31 -0.81 -3.27
O 1.21 -0.66 -2.58
C 2.41 -1.26 -4.65
O 1.53 -1.55 -5.43
O 3.67 -0.02 -1.53
O -0.31 -0.95 -0.12
C -0.74 -2.18 -0.17
C -2.11 -2.40 -0.44
C -2.66 -3.66 -0.42
C -1.87 -4.77 -0.13
C -0.52 -4.59 0.09
C 0.07 -3.32 0.06
C 1.51 -3.19 0.20
N 2.28 -2.14 -0.08
C 3.60 -2.51 0.09
C 3.63 -3.80 0.49
N 2.32 -4.22 0.55
H -2.71 -1.52 -0.65
H -3.72 -3.78 -0.62
H -2.30 -5.76 -0.10
H 0.09 -5.46 0.28
H 4.40 -1.82 -0.11
H 4.45 -4.45 0.74
H 2.00 -5.06 1.01
S 1.14 -5.28 3.75
C 0.97 -3.61 3.62
S 2.31 -2.55 3.41
C 1.24 -1.21 3.08
N -0.01 -1.52 3.25
N -0.14 -2.86 3.58
C -1.49 -3.31 3.76
C -1.80 -4.28 4.70
C -3.11 -4.68 4.86
C -4.12 -4.11 4.09
C -3.80 -3.13 3.16
C -2.49 -2.72 3.00
S 1.86 0.31 2.57
H -1.01 -4.72 5.30
H -3.35 -5.44 5.59
H -5.15 -4.43 4.21
H -4.58 -2.67 2.56
H -2.23 -1.95 2.28